(1)
Computed, not measured: a molecular structure, C20H46N3OP2PbS in a non-equilibrium geometry, with ωB97M-V/def2-TZVPD.

```
! wB97M-V def2-TZVPD RIJCOSX def2/J DEFGRID3
* xyz 3 1
Pb 1.0645 -0.1402 -0.0909
P 1.1922 2.2430 1.4316
P -0.6234 -0.3946 -2.2824
N 0.7975 2.3613 -1.7802
C 0.9766 3.7140 0.3529
H 0.3745 4.4383 0.9218
H 1.9541 4.1905 0.1664
C 0.2372 3.4548 -0.9740
H -0.8121 3.1929 -0.7686
H 0.2322 4.3802 -1.5825
C 0.1565 2.1985 -3.1213
H 0.9211 1.8717 -3.8493
H -0.2343 3.1746 -3.4593
C -1.0245 1.2259 -3.0433
H -1.4405 1.0657 -4.0508
H -1.8231 1.6746 -2.4271
C -2.1858 -1.3525 -2.4511
C -3.1256 -1.0087 -1.2899
H -3.4481 0.0375 -1.3026
H -2.6674 -1.2155 -0.3148
H -4.0226 -1.6384 -1.3668
C 0.6012 -1.1471 -3.4553
C 1.2351 -2.4243 -2.8612
H 2.3198 -2.4059 -3.0332
H 0.8329 -3.3286 -3.3335
H 1.0996 -2.5307 -1.7721
C 3.0331 2.1752 1.7694
C 3.3748 1.0871 2.8007
H 4.4600 0.9148 2.7661
H 2.8918 0.1186 2.5937
H 3.1234 1.4045 3.8222
C 0.2853 2.5372 3.0285
C 0.0773 1.2252 3.8094
H -0.6311 1.4199 4.6287
H 1.0172 0.8619 4.2491
H -0.3440 0.4193 3.1943
C -1.3196 1.0362 0.5660
O -2.2991 1.5919 0.8062
C -0.0281 -1.3395 -4.8469
H -1.1063 -1.1246 -4.8952
H 0.4560 -0.6738 -5.5746
H 0.1183 -2.3675 -5.2031
C 3.6633 3.5410 2.1007
H 4.4653 3.4115 2.8417
H 4.1414 3.9617 1.2052
H 2.9521 4.2818 2.4941
C 0.8812 3.6287 3.9239
H 0.2504 3.7194 4.8205
H 1.8958 3.3838 4.2681
H 0.8883 4.6117 3.4337
C -1.9710 -2.8696 -2.5444
H -1.4288 -3.2676 -1.6666
H -2.9667 -3.3405 -2.5777
H -1.4490 -3.1704 -3.4632
H -2.6617 -0.9978 -3.3823
H -0.7012 2.8955 2.6834
H 1.3957 -0.3841 -3.5300
H 3.4450 1.8385 0.7987
H 1.8060 2.4685 -1.8915
H 2.4421 0.5687 -1.1978
C -1.7301 -5.2009 0.5277
N -0.7049 -4.1554 0.6701
C -0.8097 -3.0637 1.4441
S 0.5917 -2.1146 1.8079
N -2.0374 -2.8114 2.0211
C -2.4630 -3.6719 3.1431
H -1.5382 -6.0424 1.2135
H -1.7227 -5.5623 -0.5091
H -2.7165 -4.7726 0.7447
H 0.2445 -4.3291 0.3353
H -2.1221 -1.8221 2.2553
H -2.1955 -3.2019 4.0995
H -3.5485 -3.7989 3.0877
H -1.9923 -4.6572 3.0655
*
```

## Properties
orbital gap (alpha / beta): 6.1 / 6.1 eV
LUMO energy (alpha / beta): -11.75 / -11.75 eV
electronic energy: -62636.8084 eV
maximum force: 4.8 eV/A

(2)
Computed, not measured: a single C2H3BrSi molecule in a non-equilibrium geometry, with ωB97M-V/def2-TZVPD.

```
! wB97M-V def2-TZVPD RIJCOSX def2/J DEFGRID3
* xyz 0 1
C 0.8585 -1.3618 -0.0407
C -1.0460 0.2012 0.6072
Si 0.5395 0.4703 -0.1718
Br -2.7183 0.1430 -0.1895
H 0.3374 -1.9103 0.7050
H 1.1357 1.5339 0.6275
H 0.8933 0.9237 -1.5378
*
```

## Properties
relative energy (zero: lowest compared OMol25 entry of this formula, charge and spin): 168.0 kcal/mol
orbital gap (alpha / beta): 6.3 / 6.1 eV
LUMO energy (alpha / beta): -2.38 / -2.41 eV
electronic energy: -80033.9838 eV
maximum force: 1.4 eV/A

(3)
Computed, not measured: a single C6H8 molecule in a non-equilibrium geometry, with ωB97M-V/def2-TZVPD.

```
! wB97M-V def2-TZVPD RIJCOSX def2/J DEFGRID3
* xyz 0 1
C -1.3750 0.3516 0.1129
C -0.2777 0.3861 -0.8940
C 1.0079 0.8418 -0.3079
C 0.9651 -0.0703 0.9114
C 0.3528 -1.2351 0.6231
C -0.5662 -1.0161 -0.5240
H -1.3380 0.1840 1.1627
H -2.0581 1.1862 -0.0145
H -0.6795 0.7013 -1.8578
H 0.9771 1.9228 -0.1508
H 1.8982 0.5853 -0.8969
H 1.3443 0.2232 1.8810
H 0.3546 -2.1213 1.2495
H -0.8140 -1.8209 -1.2254
*
```

## Properties
relative energy (zero: lowest compared OMol25 entry of this formula, charge and spin): 63.5 kcal/mol
orbital gap: 9.9 eV
LUMO energy: 1.21 eV
electronic energy: -6348.0308 eV
maximum force: 2.1 eV/A
SMILES string: C1=C[C@H]2C[C@H]2C1

(4)
Computed, not measured: a single C18H17ClFNO4 molecule, with ωB97M-V/def2-TZVPD.

```
! wB97M-V def2-TZVPD RIJCOSX def2/J DEFGRID3
* xyz 0 1
C -1.6319 -3.3894 5.4075
C -0.7412 -2.1505 5.4137
O -1.4019 -1.0051 4.9123
C -1.5905 -0.8538 3.5777
C -2.3580 0.2537 3.2029
C -2.6031 0.5171 1.8761
C -2.0767 -0.3012 0.8762
C -1.3195 -1.4048 1.2503
C -1.0809 -1.6858 2.5836
H -0.4954 -2.5575 2.8309
H -0.9316 -2.0841 0.5047
C -2.3794 0.0451 -0.5359
O -3.3714 0.6643 -0.8678
N -1.4716 -0.4066 -1.4493
H -0.5739 -0.7240 -1.1187
C -1.5440 0.0149 -2.8226
C -0.4755 1.0342 -3.1797
O -0.0192 1.1945 -4.2793
O -0.0958 1.7182 -2.0969
C 0.9391 2.6798 -2.2707
C 2.2247 2.0608 -2.7541
C 2.9171 2.6103 -3.8291
C 4.0813 2.0595 -4.3297
C 4.5833 0.9117 -3.7431
C 3.9339 0.3402 -2.6643
C 2.7702 0.9159 -2.1785
Cl 2.0046 0.1900 -0.8100
H 4.3225 -0.5491 -2.1944
H 5.4860 0.4619 -4.1247
H 4.5698 2.5284 -5.1683
F 2.4461 3.7351 -4.3931
H 0.6126 3.4425 -2.9845
H 1.0691 3.1285 -1.2816
H -1.4606 -0.8337 -3.5086
H -2.5281 0.4833 -2.9533
H -3.2060 1.3628 1.5831
H -2.7522 0.8870 3.9817
H -0.4844 -1.8840 6.4428
H 0.1901 -2.3338 4.8639
H -1.9258 -3.6531 4.3944
H -1.0993 -4.2262 5.8508
H -2.5322 -3.1970 5.9855
*
```

## Properties
relative energy (zero: lowest compared OMol25 entry of this formula, charge and spin): 3.5 kcal/mol
orbital gap: 9.3 eV
LUMO energy: 0.59 eV
electronic energy: -43862.6324 eV
maximum force: 0.5 eV/A
SMILES string: CCOc1ccc(C(=O)NCC(=O)OCc2c(F)cccc2Cl)cc1

(5)
Computed, not measured: 3 unconnected molecules or ions with the total composition C4H12BrO2 in a non-equilibrium geometry, with ωB97M-V/def2-TZVPD.

```
! wB97M-V def2-TZVPD RIJCOSX def2/J DEFGRID3
* xyz 0 2
Br -0.0227 -1.5557 0.5480
C -2.2061 0.4516 3.1986
C -3.1713 0.6255 2.0851
O -2.4230 1.2257 1.0172
H -1.7449 1.3269 3.6562
H -1.3613 -0.1484 2.8603
H -2.6651 -0.1618 3.9739
H -3.9116 1.3189 2.4842
H -3.6810 -0.2091 1.6037
H -1.7283 0.5881 0.8371
C 3.1721 -0.9816 -2.9102
C 2.2046 0.1030 -2.5002
O 2.3055 0.2128 -1.1437
H 3.5154 -0.7986 -3.9284
H 2.7823 -1.9988 -2.8727
H 4.0439 -1.0045 -2.2564
H 1.1496 -0.0331 -2.7379
H 2.3257 1.0198 -3.0771
H 1.4164 0.0196 -0.8376
*
```

## Properties
relative energy (zero: lowest compared OMol25 entry of this formula, charge and spin): 7.4 kcal/mol
expectation value of S²: 0.752
orbital gap (alpha / beta): 10.8 / 5.7 eV
LUMO energy (alpha / beta): 0.58 / -4.42 eV
electronic energy: -78477.4790 eV
maximum force: 2.5 eV/A